The following is a DFT calculation (ωB97M-V/def2-TZVPD) of 2 unconnected molecules or ions with the total composition C5H6N at a distorted geometry.

```
12
Properties=species:S:1:pos:R:3:forces:R:3:lowdin_charge:R:1
C 1.815718 -1.290579 -0.430056 -1.036 0.582 0.225 0.1847
C -2.669420 -1.036770 -0.476925 -2.816 -0.574 -1.602 0.0335
C -2.044622 -0.368593 0.358104 2.118 -0.317 0.155 0.2047
C 0.461741 -0.752500 -0.010873 -0.496 0.722 -0.126 0.1011
C 2.130437 1.284260 0.195753 1.043 -0.373 0.229 0.0169
N 1.537095 -0.006289 -0.068507 -0.085 -1.313 0.870 -0.1749
H -2.309182 -1.508244 -1.325689 0.792 -1.071 -1.447 0.0815
H -3.802191 -1.009252 -0.428156 1.122 0.140 0.286 0.1602
H -2.139034 0.004931 1.302079 0.727 1.328 2.279 0.0595
H 3.068492 1.267754 0.757598 0.218 -1.138 -0.295 0.1148
H 1.533120 1.796374 0.923026 -1.035 0.952 -0.680 0.0986
H 2.417842 1.618908 -0.796355 -0.552 1.060 0.108 0.1195
```
Forces are in eV/Å.

Its HOMO energy is -14.830 eV. As for the net charge: +1. Its orbital gap is 8.4 eV.